107
Properties=species:S:1:pos:R:3:forces:R:3 method="wB97M-V/def2-TZVPD" homo_lumo_gap_ev="5.1 / 5.1" largest_force_ha_per_bohr=0.0709 lumo_energy_ev="2.956 / 2.958" charge=-2 relative_energy_kcal_mol=0.70
Ba -0.49299 0.71331 -0.02399 -0.8 -0.5 -0.3
N -2.88689 2.13783 -1.10873 -0.6 0.9 -0.3
C -3.47774 1.63387 -2.42697 0.0 3.0 2.0
C -2.58940 0.77628 -3.20222 2.1 -1.3 1.2
O -2.77619 0.73137 -4.40248 0.1 -0.4 -1.3
O -1.72156 0.13189 -2.48254 -0.2 0.3 -0.6
H -3.60980 2.17788 -0.37793 0.3 -0.4 -0.3
H -2.67194 3.15632 -1.17949 0.0 -1.1 -0.3
H -3.80173 2.49287 -3.02328 0.1 -0.2 -0.1
H -4.34653 1.08202 -2.21451 -1.2 -0.8 0.4
S -7.03433 -2.15553 3.06909 1.0 0.7 -0.8
C -5.52290 -1.52018 2.15689 -1.3 -1.9 -0.1
C -5.06427 -2.15569 1.00030 1.7 1.5 0.3
C -3.88224 -1.67831 0.42438 -0.5 0.5 0.5
N -3.16772 -0.68468 0.93962 0.4 -0.1 -0.2
C -3.63144 -0.10878 2.03318 0.1 0.3 -0.5
C -4.82414 -0.45404 2.63418 -0.2 1.2 1.8
C -6.73363 -3.91043 3.11478 0.0 0.0 -0.6
C -5.68182 -4.44601 3.83551 0.7 0.0 0.2
C -5.55329 -5.83792 3.91149 0.2 1.0 1.4
N -6.37091 -6.68702 3.34311 -1.2 -0.4 -0.8
C -7.38875 -6.17943 2.62844 0.3 1.2 0.2
C -7.60703 -4.78933 2.46533 -0.5 -0.9 0.4
H -5.45374 -2.96859 0.48984 -1.4 -1.5 -0.4
H -3.49721 -2.03428 -0.50838 0.0 -0.6 -0.4
H -3.02687 0.69622 2.38627 0.2 0.5 0.5
H -5.14192 0.12782 3.53253 0.2 -0.7 -0.8
H -4.95642 -3.79219 4.34616 -0.5 -0.4 -0.2
H -4.88114 -6.25421 4.67205 0.2 0.1 -0.7
H -8.09083 -6.88925 2.21768 0.0 -0.1 -0.2
H -8.52949 -4.42459 1.96897 0.9 -0.2 0.2
C -2.14079 -5.44743 2.87507 0.1 -0.8 1.6
C -1.24738 -6.30572 2.08643 -0.9 0.8 1.3
N -0.54305 -7.05341 1.59618 0.7 -0.8 -0.8
H -2.54127 -4.67755 2.27546 -0.2 1.1 -0.6
H -1.61929 -5.00997 3.77781 -0.4 -0.4 -1.2
H -3.02437 -6.02248 3.24507 0.9 0.1 -0.3
O -1.07980 -1.98156 3.68623 0.9 -0.5 -0.8
Cl 0.12968 -2.14681 2.86683 -1.0 0.3 0.7
O 0.40889 -0.85722 2.24163 0.5 0.2 0.3
O 1.21058 -2.60629 3.71498 -0.4 0.5 -0.7
O -0.08906 -3.06959 1.77607 -0.3 -0.4 0.4
O 7.99406 0.87024 -2.51853 0.3 1.3 -0.6
S 8.23691 2.22005 -3.08426 -2.5 -0.6 0.9
O 9.59472 2.64398 -3.13329 1.4 0.1 -0.5
O 7.38670 2.52272 -4.24241 0.7 -0.2 0.7
C 7.54122 3.30654 -1.72388 -0.5 -0.9 0.2
N 8.35153 4.06223 -0.96866 -1.1 -0.4 -0.3
C 7.73105 4.68468 0.04276 0.5 1.0 0.8
C 6.36694 4.58070 0.31441 0.6 0.6 0.6
C 5.67423 3.68064 -0.48549 0.6 1.7 1.2
N 6.21858 3.08490 -1.48713 2.5 -0.8 -1.7
C 4.26675 3.48777 -0.33814 -1.0 -0.3 0.0
C 3.59318 3.10077 -1.44531 -1.6 -0.6 -2.0
C 2.22335 2.89894 -1.39504 -0.1 -0.4 -1.0
N 1.49067 2.93609 -0.30423 0.0 0.9 1.1
C 2.14383 3.38034 0.77641 0.4 -0.5 0.8
C 3.50947 3.66261 0.78544 0.0 0.5 2.5
H 8.40722 5.32807 0.67932 -0.9 -0.6 -0.7
H 5.83020 5.19914 1.06978 0.8 -0.7 -0.5
H 4.08348 2.89911 -2.38995 0.2 0.2 0.1
H 1.65755 2.65777 -2.28814 0.3 -0.2 -0.1
H 1.59510 3.40635 1.72303 0.1 0.1 -0.4
H 4.01141 3.94353 1.75443 -0.8 -0.3 -1.1
F -5.09877 6.12135 3.64292 -0.1 -0.7 -0.4
C -4.36372 5.05755 3.11049 0.3 0.3 0.2
C -3.79162 5.20047 1.82472 -0.8 0.6 0.6
C -2.74378 4.37701 1.46796 -0.4 0.2 0.7
C -2.19501 3.36204 2.32939 -1.2 0.9 -1.6
C -1.01745 2.66439 2.01480 -2.4 -0.5 1.4
C -3.06276 3.09772 3.41542 1.0 -1.1 1.5
C -4.00646 3.97411 3.92572 -0.3 0.5 -1.3
H -4.16216 5.98006 1.09588 0.5 -0.8 1.1
H -2.28188 4.66939 0.55864 0.7 -0.2 -0.9
H -0.36860 3.08780 1.33244 1.3 1.0 -1.1
H -0.69705 2.18286 2.89810 1.3 -0.8 0.6
H -2.80477 2.24422 4.08358 -0.1 0.6 -0.5
H -4.42946 3.72535 4.89689 -0.2 0.5 -0.2
C 4.79919 -0.21530 -3.65389 -1.4 -0.1 0.2
N 4.04595 -0.36245 -2.39764 -0.9 0.1 0.0
C 4.90222 -0.18742 -1.23938 1.2 -1.7 0.4
P 2.41548 -0.77480 -2.20933 1.7 -0.2 -1.0
O 1.67766 0.06495 -1.23785 -0.2 0.3 0.4
N 2.44115 -2.33772 -1.68060 -1.2 -0.2 0.4
C 1.27179 -2.93025 -0.97732 -0.5 0.9 -0.6
C 3.30716 -3.20748 -2.40592 0.9 0.0 -1.0
N 1.79404 -0.71131 -3.79491 -0.1 0.3 1.0
C 0.58589 -1.51681 -4.05294 -0.4 0.3 -0.6
C 1.55748 0.66941 -4.20259 -0.5 0.6 -1.5
H 5.47926 0.62450 -3.51168 -0.3 0.4 -0.7
H 4.03031 -0.19296 -4.44662 0.9 0.5 0.0
H 5.43511 -1.05792 -3.85689 0.4 -0.8 0.0
H 5.79068 0.36662 -1.52041 0.1 0.2 -0.3
H 5.35323 -1.18084 -0.83966 -1.1 1.3 -0.4
H 4.44236 0.38269 -0.46016 -0.6 0.0 0.7
H 0.50728 -2.13686 -0.91447 0.0 -0.5 -0.3
H 1.43035 -3.15879 0.05926 0.7 -0.3 0.4
H 0.83896 -3.82646 -1.46859 0.4 0.6 -0.1
H 4.23019 -2.64838 -2.62274 0.1 -0.6 0.5
H 2.97228 -3.46016 -3.41758 -0.5 -0.2 -0.1
H 3.46382 -4.13580 -1.87809 0.3 -0.2 0.3
H 0.83415 -2.53543 -3.81350 -0.1 -0.6 0.1
H 0.37581 -1.44484 -5.14674 0.2 -0.1 0.7
H -0.35043 -1.18676 -3.53021 0.9 0.0 -0.2
H 2.36526 1.32942 -3.85935 -0.3 -0.1 0.0
H 0.54719 1.00546 -3.88555 0.6 0.1 0.2
H 1.52221 0.75500 -5.33380 0.2 -0.3 1.1

=====

92
Properties=species:S:1:pos:R:3:forces:R:3 method="wB97M-V/def2-TZVPD" homo_lumo_gap_ev=5.9 largest_force_ha_per_bohr=0.0119 lumo_energy_ev=3.867 charge=-2 relative_energy_kcal_mol=46.23
Bi -2.50641 0.11162 1.26058 -0.2 0.2 0.0
C 4.78343 1.37520 3.91089 0.0 0.0 0.0
C 4.30434 2.46144 2.94763 0.0 0.0 0.0
C 4.15425 3.77031 3.73798 0.0 0.0 0.0
C 5.38823 2.65514 1.87713 0.0 0.0 0.0
C 2.97839 2.08651 2.28355 0.0 0.0 -0.1
C 2.28388 0.91395 2.55657 -0.1 0.1 0.0
C 1.10594 0.60945 1.88463 0.1 0.0 -0.1
Se 0.21168 -1.03283 2.31419 0.1 -0.3 -0.2
C 0.42811 -1.91172 0.60806 0.0 0.0 -0.1
C 1.66382 -2.50210 0.37460 -0.1 0.1 0.0
C 1.99631 -3.05314 -0.85358 -0.1 0.0 0.0
C 1.02684 -2.97069 -1.85365 0.0 0.1 0.0
C -0.22229 -2.39075 -1.67340 0.0 -0.1 0.0
C -0.57650 -1.86735 -0.39257 0.0 0.0 -0.1
O -1.79111 -1.40453 -0.22217 0.1 0.1 0.3
C -1.22489 -2.30146 -2.83506 0.0 0.0 0.1
C -1.65656 -0.84283 -3.05760 0.0 0.1 0.0
C -0.63207 -2.79439 -4.15971 0.0 0.0 0.0
C -2.45042 -3.17796 -2.53524 0.0 0.0 0.0
C 3.37641 -3.67568 -1.06675 0.0 0.0 0.0
C 3.55188 -4.21570 -2.48654 0.0 0.0 0.0
C 3.58024 -4.83925 -0.08738 0.0 0.0 0.0
C 4.46489 -2.62068 -0.81907 0.0 0.0 0.0
C 0.57721 1.42056 0.82934 0.0 -0.1 0.0
O -0.37949 1.00763 0.08479 0.1 -0.1 0.3
C 1.22232 2.69104 0.65216 0.1 0.1 0.0
C 2.40137 2.94201 1.33835 -0.1 0.1 0.0
C 0.70119 3.74817 -0.33800 0.0 0.0 0.0
C 0.79123 5.15999 0.27784 0.0 -0.1 0.0
C 1.56095 3.70932 -1.61077 0.0 -0.1 0.0
C -0.76528 3.54210 -0.73727 -0.1 0.1 -0.1
H 5.74714 1.66391 4.34236 0.0 0.0 0.0
H 4.91215 0.41821 3.39846 0.0 0.0 0.0
H 4.07684 1.22772 4.73207 0.0 0.0 0.0
H 5.09718 4.04186 4.22776 0.0 0.0 0.0
H 3.38167 3.66502 4.50392 0.0 0.0 0.0
H 3.86139 4.59543 3.08364 0.0 -0.1 0.0
H 6.34969 2.91105 2.33865 0.0 0.0 0.0
H 5.12071 3.45514 1.18278 0.0 0.0 0.0
H 5.51382 1.73842 1.29508 0.0 0.0 0.0
H 2.64454 0.20954 3.29681 0.0 0.0 0.0
H 2.38330 -2.49678 1.18768 0.0 0.0 0.0
H 1.26422 -3.36634 -2.82953 0.0 0.0 0.0
H -0.79086 -0.23193 -3.32932 0.0 0.0 0.0
H -2.10324 -0.41157 -2.16556 0.0 0.0 -0.1
H -2.38471 -0.79452 -3.87488 0.0 0.0 0.0
H 0.26276 -2.23128 -4.44047 0.0 0.0 0.0
H -1.37830 -2.65283 -4.94695 0.0 0.0 0.0
H -0.37751 -3.85860 -4.13089 0.0 0.0 0.0
H -2.91988 -2.88048 -1.60026 0.1 0.0 -0.1
H -2.15113 -4.22731 -2.44895 0.0 0.0 0.0
H -3.18370 -3.09266 -3.34542 0.0 0.0 0.0
H 2.81218 -4.98705 -2.71697 0.0 0.0 0.0
H 4.54750 -4.65927 -2.58740 0.0 0.0 0.0
H 3.45841 -3.42245 -3.23303 0.0 0.0 0.0
H 2.84365 -5.62620 -0.27060 0.0 0.0 0.0
H 3.46171 -4.50909 0.94678 0.0 0.0 0.0
H 4.58334 -5.26716 -0.19841 0.0 0.0 0.0
H 4.34382 -1.77934 -1.50596 0.0 0.0 0.0
H 5.46209 -3.05187 -0.96547 0.0 0.0 0.0
H 4.40990 -2.22412 0.19706 0.0 0.0 0.0
H 2.91705 3.87364 1.12706 0.0 0.0 0.0
H 1.81848 5.48668 0.44837 0.0 0.0 0.0
H 0.26211 5.19387 1.23336 0.0 0.0 0.0
H 0.32432 5.88361 -0.39773 0.0 0.0 0.0
H 2.61716 3.87915 -1.37970 0.0 0.0 0.0
H 1.23210 4.47747 -2.32129 0.0 0.0 0.0
H 1.47137 2.73266 -2.09433 0.0 0.0 0.0
H -1.42351 3.51964 0.13515 0.0 0.0 0.0
H -0.91867 2.61444 -1.28197 0.0 0.1 0.0
H -1.07281 4.38440 -1.36651 0.0 0.0 0.0
O -6.38843 2.27940 2.41739 0.2 0.0 0.0
C -5.41025 1.71352 1.95593 0.1 0.1 -0.1
O -4.20320 1.72698 2.28105 -0.3 -0.1 0.0
C -6.09810 1.87876 -0.58019 0.0 0.4 0.5
O -7.29838 1.94295 -0.73349 0.3 -0.1 -0.2
O -5.06079 2.36833 -0.95783 -0.2 -0.2 -0.2
S -3.65347 -1.97629 2.38802 -0.2 0.0 0.0
C -5.00706 -1.32608 1.39251 -0.1 0.1 0.0
N -6.29871 -1.07727 2.01690 0.0 -0.1 0.0
C -6.91427 -0.08811 1.12531 0.3 -0.2 -0.1
C -7.39194 -0.81212 -0.10212 -0.1 0.1 0.2
C -6.46014 -1.54293 -0.69668 0.3 -0.1 0.0
C -5.09583 -1.48312 -0.12010 -0.2 0.0 0.0
H -6.11529 -0.65803 2.92340 0.0 0.1 0.0
H -7.66011 0.51988 1.61452 0.0 0.1 0.1
H -8.41424 -0.71870 -0.44028 0.0 0.0 0.0
H -6.65023 -2.14288 -1.57962 0.0 0.0 0.0
H -4.31357 -2.05259 -0.59824 0.0 0.0 0.0
N -5.73658 0.80118 0.73748 0.0 0.0 -0.2
C -4.65358 -0.15731 0.50114 0.0 -0.2 0.1

=====

126
Properties=species:S:1:pos:R:3:forces:R:3 method="wB97M-V/def2-TZVPD" homo_lumo_gap_ev=11.5 largest_force_ha_per_bohr=0.0725 lumo_energy_ev=0.366 relative_energy_kcal_mol=45.16 smiles="CCOC(=O)C(F)(F)F.CCOC(=O)C(F)(F)F.CCOC(=O)C(F)(F)F.CCOC(=O)C(F)(F)F.CCOC(=O)C(F)(F)F.CCOC(=O)C(F)(F)F.CCOC(=O)C(F)(F)F.CCOC(=O)C(F)(F)F.CCOC(=O)C(F)(F)F"
C 3.67479 1.81805 1.18460 1.0 -1.0 0.0
C 3.69349 3.15697 0.52082 -0.8 0.0 -1.2
O 4.52929 3.15577 -0.72231 -1.0 -0.3 -0.5
C 3.86281 2.74901 -1.80697 -1.8 -1.4 0.5
O 2.73492 2.26685 -1.81706 1.8 1.2 0.0
C 4.68154 2.78049 -3.12761 0.0 0.5 0.1
F 5.64858 3.70355 -2.98818 -0.4 0.1 -0.8
F 5.27090 1.61842 -3.34784 0.4 -0.8 0.3
F 3.91148 2.98510 -4.22124 0.5 0.6 1.1
H 3.34765 1.08167 0.44617 -0.1 0.1 0.1
H 2.99096 1.73101 2.04411 0.3 0.4 -0.3
H 4.69635 1.51122 1.48695 -0.6 0.2 0.1
H 4.09755 3.98617 1.04500 0.5 0.4 0.8
H 2.66859 3.41567 0.22399 0.3 0.1 -0.1
C -2.78924 0.27080 0.90549 0.3 -0.5 1.1
C -2.15445 -0.35485 -0.34399 0.2 -1.4 1.7
O -1.00828 -1.24154 0.09507 -0.2 1.2 -0.1
C 0.17579 -0.65380 0.11357 0.3 -2.5 1.0
O 0.49205 0.44179 -0.18638 0.1 1.8 -0.2
C 1.26419 -1.69247 0.65664 -0.7 1.9 -1.9
F 2.49773 -1.12616 0.59891 -0.8 -0.8 -0.1
F 1.00565 -1.98697 1.89529 0.0 -0.8 1.5
F 1.18951 -2.78653 -0.09914 0.7 -0.2 0.2
H -2.54043 -0.28965 1.84260 -0.3 -0.1 -1.0
H -3.87303 0.40180 0.89211 0.1 -0.2 -0.5
H -2.38658 1.23201 1.16875 0.4 0.7 -0.4
H -1.74452 0.31449 -1.04505 0.2 1.0 -0.7
H -2.79339 -1.05963 -0.85300 -0.3 -0.1 -0.1
C -0.00766 5.00768 -1.49722 0.0 0.3 0.4
C -0.80434 3.78229 -1.83599 0.5 -2.2 0.2
O -0.78396 3.57492 -3.29939 -0.5 -0.1 0.3
C -1.34582 2.44637 -3.69387 -0.7 -1.3 0.7
O -1.85897 1.59727 -2.97987 0.9 1.1 -0.9
C -1.42396 2.32941 -5.25405 0.0 0.5 1.4
F -0.29342 2.70433 -5.83412 0.2 0.2 -0.3
F -1.74631 1.12507 -5.66728 0.0 -0.4 0.1
F -2.41178 3.16334 -5.58512 -0.2 0.4 -0.6
H 1.03470 4.82572 -1.77845 -0.1 0.0 0.2
H -0.09003 5.14984 -0.39433 0.2 0.1 -0.9
H -0.29587 5.92830 -2.02017 -0.3 -0.3 0.2
H -1.80832 3.60420 -1.41158 0.1 1.0 -0.6
H -0.28924 2.87232 -1.43174 0.0 0.7 -0.2
C -0.41671 -4.54229 5.41075 -0.4 -0.1 0.1
C -0.83801 -3.28444 4.71764 -0.5 0.1 -1.0
O -0.08225 -2.17162 5.17622 0.8 0.8 0.0
C -0.13267 -1.05624 4.46002 -1.6 -0.6 -0.9
O -0.83407 -0.82834 3.49269 0.9 -0.3 1.3
C 0.82309 -0.04238 5.05379 0.6 0.9 -0.4
F 1.43299 0.63679 4.04139 -0.1 -0.5 0.7
F 0.18901 0.88508 5.79964 0.3 -0.7 -0.1
F 1.73343 -0.68968 5.77941 0.1 0.9 0.0
H -1.15546 -5.30575 5.22618 -0.7 -0.1 0.3
H -0.25372 -4.37615 6.46112 -0.2 -0.1 0.5
H 0.44246 -5.02391 5.00805 1.1 0.2 -0.4
H -1.87418 -2.98822 4.88714 -0.2 -0.5 0.0
H -0.66696 -3.35979 3.64113 -0.2 0.0 0.1
C -2.13122 -4.02915 -0.14497 2.0 0.9 0.9
C -2.08563 -3.97573 1.38472 -1.3 2.1 -1.9
O -3.41399 -4.29399 1.77500 -1.3 0.9 0.5
C -3.71501 -5.50747 2.12964 2.0 -1.2 0.8
O -2.97500 -6.45634 2.31559 -0.7 1.3 -0.4
C -5.18930 -5.64741 2.31860 -1.4 -1.4 -0.3
F -5.82594 -4.54752 2.75479 0.3 -0.5 -0.3
F -5.69132 -6.04260 1.11925 -0.2 0.7 0.4
F -5.42517 -6.66183 3.16107 -0.2 0.6 0.2
H -2.46257 -4.98130 -0.40698 -0.3 -1.8 -0.8
H -1.10625 -3.83404 -0.50899 -0.6 -0.2 -0.2
H -2.80844 -3.31626 -0.59441 -0.1 0.3 0.3
H -1.88729 -2.93300 1.68863 -0.1 -0.6 0.2
H -1.49438 -4.65901 1.88809 1.8 -1.3 0.5
C 0.79819 4.24918 2.33135 -0.2 0.5 0.8
C -0.03391 3.18993 1.66497 0.4 -0.5 0.5
O -1.23163 3.72543 1.15234 -2.3 1.1 -1.2
C -2.22656 4.16788 1.93157 0.2 -0.7 0.8
O -2.22714 4.08821 3.12388 -0.2 0.2 0.1
C -3.46415 4.73845 1.12749 1.7 -0.5 -0.1
F -3.98615 3.75768 0.39110 -0.4 -0.1 -0.1
F -4.40164 5.28020 1.87867 0.2 -0.2 0.1
F -2.96869 5.65993 0.30035 -0.2 0.5 -0.4
H 1.79896 3.89698 2.51636 0.3 -0.4 0.5
H 0.30197 4.56065 3.26885 0.5 -0.3 -0.3
H 0.96722 5.15788 1.77074 -0.3 0.2 -0.6
H -0.27294 2.39612 2.38455 0.1 0.1 -0.1
H 0.41204 2.73678 0.77995 0.2 0.0 0.2
C 2.64066 -0.73299 -2.76948 -0.6 -0.4 1.6
C 1.34065 0.02113 -3.01029 0.5 -0.8 -1.3
O 0.64565 -0.56648 -4.14820 0.3 0.2 -0.2
C -0.11117 -1.56000 -3.81898 -0.7 -0.5 1.6
O -0.28663 -1.99789 -2.69946 0.0 0.1 -0.8
C -0.83629 -2.14311 -5.01175 -0.2 -0.5 -1.5
F -0.31688 -1.70387 -6.17152 -0.2 0.4 0.1
F -0.68878 -3.46293 -5.04880 -0.1 -0.5 0.5
F -2.14786 -1.87244 -5.00458 0.3 0.1 0.2
H 3.14807 -0.21158 -1.93850 0.1 -0.2 -0.6
H 3.25387 -0.79644 -3.66799 -0.1 0.3 0.1
H 2.46784 -1.75155 -2.40235 -0.1 0.1 -0.1
H 1.64126 0.92694 -3.42310 0.2 1.9 -0.4
H 0.58897 0.17758 -2.25867 0.4 -0.2 0.5
C 8.35564 2.37291 -1.31731 -1.0 0.2 0.3
C 8.92558 1.20771 -0.57582 1.9 -0.3 0.7
O 8.14120 -0.00198 -0.72190 0.0 0.1 -0.7
C 7.16464 -0.06370 0.14387 0.8 0.6 2.0
O 6.94581 0.76782 1.00029 -0.5 -0.6 -0.9
C 6.49579 -1.43250 0.22513 -0.9 -0.6 -0.8
F 5.82040 -1.72000 -0.91407 0.8 -0.1 -0.2
F 7.32900 -2.42446 0.54822 0.6 0.2 -0.7
F 5.59503 -1.42543 1.15756 -1.2 0.4 1.4
H 9.04976 3.21818 -1.27322 -0.1 -0.1 0.1
H 7.36557 2.67608 -0.85271 1.1 -0.3 -0.9
H 8.27873 2.07193 -2.36892 -0.4 0.3 0.2
H 9.05697 1.35899 0.50042 -0.4 0.3 -0.2
H 9.95932 0.95988 -0.89878 -0.8 -0.1 -0.3
C -6.92477 -0.49824 1.19825 -1.2 0.6 0.4
C -6.45775 -1.84810 0.73451 1.2 -0.5 0.2
O -5.87848 -1.74525 -0.60769 -0.9 -1.2 -0.9
C -6.05306 -2.76708 -1.46444 -0.2 -2.5 -0.4
O -6.62191 -3.86383 -1.39100 1.1 3.4 1.0
C -5.27233 -2.51491 -2.80038 0.7 -1.7 -0.4
F -5.75047 -3.33225 -3.76707 0.2 0.6 0.7
F -5.38488 -1.28610 -3.21003 0.2 1.1 -0.3
F -3.92085 -2.83743 -2.69267 -1.6 0.6 0.3
H -6.12221 0.20856 1.51004 -0.6 -0.6 -0.4
H -7.57429 -0.71310 2.06663 0.5 0.2 0.0
H -7.66422 -0.01538 0.50446 1.0 -0.4 0.2
H -7.26860 -2.59258 0.79036 0.5 0.2 -0.4
H -5.56898 -2.19915 1.31449 -1.0 0.1 0.0

=====

Number 1: DFT total energy -4422.0131 Eh. Number 2: DFT total energy -4974.0931 Eh. Number 3: DFT total energy -5449.5870 Eh.